Entry 1:
{"formula": "C41H55GeN4Se2Sr", "method": "ωB97M-V with the def2-TZVPD basis set", "symbols": ["Sr", "C", "N", "C", "C", "C", "C", "C", "C", "N", "C", "C", "C", "C", "C", "C", "N", "C", "C", "C", "C", "C", "N", "H", "H", "H", "H", "H", "H", "H", "H", "H", "H", "H", "H", "H", "H", "H", "H", "H", "H", "C", "C", "C", "C", "C", "C", "C", "C", "C", "C", "C", "C", "H", "H", "H", "H", "H", "H", "H", "H", "H", "H", "H", "H", "H", "H", "H", "H", "H", "H", "C", "Ge", "C", "C", "C", "Se", "C", "H", "H", "H", "H", "H", "H", "H", "H", "H", "H", "H", "H", "H", "H", "Se", "C", "C", "C", "C", "C", "C", "H", "H", "H", "H", "H"], "positions_angstrom": [[-0.3130, -0.7239, -0.3863], [-2.2751, -3.4540, 0.0087], [-1.5946, -2.5951, 0.9945], [-0.5508, -3.2638, 1.7720], [0.5232, -3.8409, 0.8902], [0.7649, -5.2035, 0.8892], [1.7237, -5.7005, 0.0168], [2.3594, -4.8230, -0.8483], [2.0275, -3.4791, -0.7943], [1.1367, -2.9871, 0.0671], [-2.5792, -2.0077, 1.9103], [-3.4039, -0.9122, 1.2933], [-4.6500, -0.6148, 1.8257], [-5.3789, 0.4291, 1.2811], [-4.8441, 1.1318, 0.2139], [-3.5944, 0.7692, -0.2576], [-2.8761, -0.2310, 0.2714], [-1.5531, -3.6363, -1.3089], [-1.2232, -4.9010, -1.7651], [-0.6010, -5.0185, -3.0004], [-0.3080, -3.8682, -3.7226], [-0.6475, -2.6423, -3.1772], [-1.2712, -2.5235, -2.0001], [-3.2248, -2.9723, -0.2336], [-2.5006, -4.4400, 0.4365], [-0.9554, -4.0577, 2.4142], [-0.1001, -2.5139, 2.4312], [0.2196, -5.8526, 1.5604], [1.9592, -6.7565, -0.0061], [3.0998, -5.1696, -1.5557], [2.4984, -2.7587, -1.4531], [-2.0404, -1.5911, 2.7648], [-3.2518, -2.7854, 2.2990], [-5.0419, -1.1963, 2.6499], [-6.3524, 0.6815, 1.6807], [-5.3727, 1.9464, -0.2602], [-3.1483, 1.2954, -1.0898], [-1.4540, -5.7724, -1.1683], [-0.3382, -5.9926, -3.3926], [0.1829, -3.9163, -4.6841], [-0.4062, -1.7126, -3.6816], [5.2304, -1.6937, -1.7068], [4.3766, -0.6266, -1.0576], [4.1082, 0.5823, -1.7144], [4.4585, 0.7960, -3.1669], [3.5351, 1.6459, -1.0105], [3.4409, 2.9907, -1.6892], [3.0938, 1.4746, 0.3108], [2.4610, 2.6514, 1.0100], [3.2794, 0.2351, 0.9369], [2.8776, -0.0180, 2.3704], [3.9526, -0.7975, 0.2632], [4.3132, -2.0468, 1.0323], [5.5632, -1.4106, -2.6994], [4.7205, -2.6562, -1.7960], [6.1280, -1.8719, -1.1113], [3.7120, 1.4260, -3.6478], [4.4922, -0.1358, -3.7252], [5.4270, 1.2903, -3.2834], [2.6488, 3.0006, -2.4406], [4.3791, 3.2297, -2.1917], [3.2335, 3.7927, -0.9881], [3.1964, 3.4368, 1.2036], [1.9992, 2.3916, 1.9563], [1.6794, 3.0821, 0.3832], [2.1042, -0.7940, 2.4438], [2.5023, 0.8691, 2.8665], [3.7261, -0.3792, 2.9547], [3.4661, -2.4371, 1.5982], [5.1050, -1.8371, 1.7577], [4.6740, -2.8442, 0.3888], [0.1098, 4.7443, 3.3438], [-1.4970, 4.3359, 2.3083], [-1.1831, 4.5862, 0.4015], [-2.9905, 5.4512, 2.8937], [-2.0855, 2.4744, 2.6283], [-0.7566, 1.0592, 2.4495], [0.0820, 1.2163, 4.1960], [0.3479, 5.8028, 3.2330], [0.9666, 4.1723, 2.9856], [-0.0353, 4.5439, 4.4057], [-0.7460, 5.5684, 0.2179], [-2.1304, 4.5283, -0.1361], [-0.5110, 3.8275, -0.0029], [-2.7621, 6.5054, 2.7350], [-3.2008, 5.3071, 3.9539], [-3.8930, 5.2129, 2.3295], [-2.8829, 2.2208, 1.9272], [-2.4989, 2.3729, 3.6336], [0.6090, 2.1631, 4.2810], [0.7830, 0.3945, 4.3103], [-0.6882, 1.1407, 4.9600], [0.2842, 1.2941, -2.4065], [-1.5273, 1.6283, -2.9235], [-2.3599, 0.6222, -3.4185], [-3.6828, 0.8847, -3.7539], [-4.1989, 2.1650, -3.6132], [-3.3696, 3.1824, -3.1542], [-2.0492, 2.9200, -2.8180], [-1.9691, -0.3793, -3.5438], [-4.3084, 0.0856, -4.1328], [-5.2262, 2.3735, -3.8829], [-3.7519, 4.1926, -3.0684], [-1.4066, 3.7177, -2.4721]], "lumo_ev": -2.525, "homo_ev": -9.19, "charge": 1, "homo_lumo_gap_ev": 6.7, "de_lowest_kcal_mol": 7.22}

---

Entry 2:
{"formula": "C41H57As3FeN9O3Se", "method": "ωB97M-V with the def2-TZVPD basis set", "symbols": ["Fe", "C", "O", "C", "C", "C", "C", "C", "C", "N", "C", "N", "C", "C", "C", "C", "C", "C", "O", "C", "N", "C", "C", "C", "C", "C", "C", "O", "C", "H", "H", "H", "H", "H", "H", "H", "H", "H", "H", "H", "H", "H", "H", "H", "H", "H", "H", "H", "H", "H", "H", "C", "As", "C", "C", "C", "C", "C", "As", "C", "C", "C", "As", "C", "C", "H", "H", "H", "H", "H", "H", "H", "H", "H", "H", "H", "H", "H", "H", "H", "H", "H", "H", "H", "H", "H", "H", "H", "H", "H", "H", "H", "N", "C", "N", "C", "N", "N", "C", "C", "N", "C", "C", "N", "C", "C", "Se", "H", "H", "H", "H", "H", "H", "H", "H"], "positions_angstrom": [[0.8183, -0.5184, 0.0614], [0.2937, 7.2828, 1.6996], [0.7101, 5.9424, 1.7556], [2.0375, 5.6650, 1.9735], [3.0246, 6.5893, 2.2664], [4.3380, 6.1696, 2.4370], [4.6664, 4.8351, 2.2979], [3.6862, 3.8984, 2.0167], [2.3670, 4.2989, 1.8589], [1.3367, 3.4320, 1.5171], [1.3542, 2.0610, 1.5373], [2.0319, 1.4648, 2.5354], [2.2277, 0.0898, 2.6641], [1.8615, -0.8061, 1.6663], [2.2436, -2.1473, 1.8571], [2.8710, -2.5797, 3.0092], [3.1460, -1.6747, 4.0264], [2.8364, -0.3387, 3.8595], [3.0741, 0.6553, 4.7919], [3.4089, 0.2564, 6.0956], [0.7150, 1.3271, 0.6793], [-0.2188, 1.7983, -0.2638], [0.1959, 1.9708, -1.6742], [-1.0885, 2.0275, -2.5143], [-2.1029, 2.9751, -2.0251], [-2.2336, 3.1758, -0.6643], [-1.3780, 2.5585, 0.2227], [-1.4101, 2.6716, 1.5999], [-2.2614, 3.6234, 2.1820], [0.4754, 7.7987, 2.6483], [-0.7784, 7.2422, 1.5132], [0.7829, 7.8226, 0.8832], [2.7894, 7.6382, 2.3707], [5.1042, 6.8971, 2.6530], [5.6923, 4.5109, 2.3818], [3.9502, 2.8621, 1.8721], [0.5732, 3.8692, 1.0239], [2.4133, 2.0314, 3.2802], [2.2448, -3.9466, 0.7931], [3.1547, -3.6147, 3.1252], [3.6123, -2.0345, 4.9281], [4.3625, -0.2762, 6.1270], [2.6282, -0.3800, 6.5288], [3.4971, 1.1762, 6.6762], [1.1755, 2.2869, -1.9886], [-0.9272, 2.1208, -3.5927], [-2.7714, 3.4478, -2.7228], [-3.0200, 3.8196, -0.2995], [-2.0977, 3.5413, 3.2567], [-3.3128, 3.4166, 1.9582], [-2.0124, 4.6401, 1.8590], [-1.3824, -3.1337, 1.8001], [-1.3337, -1.3635, 0.9254], [-1.5246, -0.4550, 2.6707], [-3.2057, -0.9683, 0.3230], [-4.0032, -1.8378, -0.6654], [-5.4247, -1.2510, -0.7039], [-3.4300, -1.7935, -2.0824], [-1.4961, -2.1961, -2.2548], [-1.5823, -4.1162, -2.7373], [-1.3083, -1.6837, -4.1480], [-4.0613, -3.2763, -0.1465], [-5.5907, -4.4400, -0.6754], [-4.7858, -5.4719, -2.1508], [-5.1722, -5.8102, 0.6876], [-2.2921, -3.2672, 2.3889], [-0.5303, -3.1581, 2.4853], [-1.2774, -3.9522, 1.0902], [-2.3746, -0.8574, 3.2312], [-1.6495, 0.6177, 2.5456], [-0.6151, -0.6293, 3.2480], [-3.1115, 0.0359, -0.1105], [-3.7978, -0.8830, 1.2460], [-5.3938, -0.1774, -0.8798], [-5.9430, -1.4364, 0.2385], [-6.0039, -1.7169, -1.5036], [-3.5267, -0.7780, -2.4725], [-4.0312, -2.4639, -2.7084], [-2.4284, -4.3107, -3.3964], [-1.6398, -4.7717, -1.8710], [-0.6624, -4.3626, -3.2683], [-2.0241, -2.2285, -4.7654], [-0.2994, -1.9384, -4.4791], [-1.4637, -0.6165, -4.2604], [-4.1372, -3.2445, 0.9480], [-3.1227, -3.7784, -0.4008], [-4.6931, -4.8782, -3.0580], [-5.4205, -6.3288, -2.3771], [-3.8026, -5.8367, -1.8618], [-5.4045, -5.4629, 1.6943], [-4.1124, -6.0606, 0.6431], [-5.7484, -6.7171, 0.5064], [1.9435, -2.9736, 0.7912], [1.3318, -2.4233, -0.2846], [1.1100, -3.1312, -1.3517], [1.4723, -4.3587, -1.5684], [1.7770, -5.4290, -1.8859], [-1.3094, 0.5954, -2.1538], [-0.2356, 0.5421, -1.3103], [3.5446, 2.6219, -3.3017], [3.5371, 1.2539, -3.7270], [3.6981, 0.8368, -5.0226], [3.7401, -0.5145, -5.0155], [3.6083, -0.9303, -3.7214], [3.6323, -2.2875, -3.2585], [3.4763, 0.1569, -2.9148], [3.1798, 0.1221, -1.0974], [4.4144, 3.1397, -3.7117], [3.6071, 2.6380, -2.2128], [2.6368, 3.1369, -3.6305], [3.7683, 1.5301, -5.8346], [3.8616, -1.1992, -5.8296], [3.9520, -2.9422, -4.0660], [2.6410, -2.5868, -2.9065], [4.3318, -2.3729, -2.4247]], "lumo_ev": [0.336, -0.406], "homo_ev": [-5.82, -6.90], "charge": 0, "homo_lumo_gap_ev": [6.2, 6.5], "de_lowest_kcal_mol": 137.47, "spin_multiplicity": 6}